Entry 1:
Entry from the Open Molecules 2025 dataset: a molecular structure, C22H24N9OReSSe2 (the ωB97M-V functional and the def2-TZVPD basis).

```
60
Properties=species:S:1:pos:R:3:nbo_charge:R:1
Re -0.14718 0.60713 0.06744 1.451
Se -2.40886 2.87975 -1.19381 0.318
Se -1.53009 4.20468 0.50315 0.336
S 0.10562 0.92517 2.37792 0.050
O -2.41186 -0.96683 -1.54624 -0.523
N 1.70652 -0.16256 0.20398 -0.355
N 2.54892 0.62356 3.48082 -0.727
N -2.36176 0.83355 0.66731 -0.548
N -0.77922 -1.39085 0.04943 -0.705
N 0.77043 2.62590 -0.09702 -0.587
N 0.49892 0.24076 -1.99164 -0.513
N -1.26134 -3.51627 0.53551 -0.339
N 2.42795 -0.14275 1.39584 -0.445
N 0.65839 -2.55641 1.58591 -0.775
C 2.46153 4.81211 0.50784 -0.071
C 0.63804 0.43978 -4.33405 -0.202
C -1.20114 -4.82182 1.16326 -0.407
C 1.48256 -0.63785 -4.40897 -0.090
C -5.03764 0.98419 1.45051 -0.099
C -2.80177 0.18185 1.75226 0.037
C 1.94382 -1.21703 -3.23872 -0.166
C 1.79194 0.51308 2.39349 0.278
C -0.42288 -2.50272 0.76896 0.681
C 2.99054 3.68112 -0.16498 -0.225
C -2.31100 -3.11909 -0.44503 -0.327
C -1.90425 -1.68043 -0.73646 0.685
C 2.07176 2.68680 -0.52950 0.060
C 2.18268 -0.88480 -0.77334 0.352
C 0.31418 3.75516 0.44767 0.079
C 0.07365 0.77848 -3.12674 0.109
C 1.12925 4.84808 0.83695 -0.252
C 1.49114 -0.67552 -2.03831 0.120
C 3.37443 -1.78845 -0.65593 -0.686
C -4.59293 1.71172 0.37773 -0.219
C -4.10220 0.28903 2.17762 -0.197
C -3.23068 1.65857 -0.00069 0.050
H 4.17643 -1.28865 -0.14466 0.288
H -2.20027 -3.73431 -1.35431 0.269
H -2.20032 -0.52369 2.24676 0.221
H 3.98390 3.64925 -0.59512 0.267
H 2.39288 1.77625 -1.07748 0.206
H 3.69843 -2.29601 -1.52924 0.257
H 0.26544 0.90718 -5.23581 0.271
H 3.53793 0.42850 3.40609 0.440
H -1.43171 -5.58764 0.46892 0.250
H 2.66854 -2.02135 -3.22991 0.259
H -6.10644 0.96384 1.63346 0.272
H -0.18089 -4.98388 1.48011 0.215
H -0.77141 1.50567 -3.07780 0.243
H 0.62024 5.70777 1.09653 0.253
H -5.25246 2.38872 -0.20212 0.273
H 2.26569 1.14978 4.32417 0.440
H 1.82356 -1.01240 -5.34914 0.267
H 3.07344 5.68786 0.65313 0.264
H 3.06935 -2.57472 0.11412 0.268
H -1.91152 -4.75080 1.97407 0.233
H -3.35321 -3.24261 -0.07691 0.273
H -4.34864 -0.26196 3.08183 0.259
H 0.77046 -3.33547 2.19604 0.435
H 1.25306 -1.76846 1.73511 0.428
```

Output
2S+1 = 4
lowest unoccupied orbital energy (alpha / beta) = -9.4 / -10.6 eV
strongest force on any atom = 3.224 eV/Å
HOMO (alpha / beta) = -16.822 / -16.807 eV
charge = +3
orbital gap (alpha / beta) = 7.4 / 6.2 eV

***

Entry 2:
Entry from the Open Molecules 2025 dataset: a molecular structure, C22H25B11Br6IrN2OS (the ωB97M-V functional and the def2-TZVPD basis).

```
69
Properties=species:S:1:pos:R:3:nbo_charge:R:1
Ir 0.24134 0.39661 0.52769 1.102
Br -1.12921 1.45096 -3.27679 0.027
Br -0.77099 5.32528 -3.11971 0.117
Br -0.18928 3.01277 -0.05945 0.064
Br -4.89119 0.51287 -3.17055 0.114
Br -3.75852 3.75753 -5.14554 0.216
Br -2.49091 0.23703 -0.12061 0.075
S 2.47445 -4.48703 0.14155 0.679
O 2.31347 1.30617 0.90136 -0.775
N -0.25029 -0.90559 2.22516 -0.514
N 0.82794 -1.81085 -0.74310 -0.436
C 1.40394 -4.84723 -3.59970 -0.172
C 0.83488 -0.74715 3.09218 0.280
C 2.14289 -3.31854 1.55836 -0.365
C 3.62459 1.09689 0.27778 -0.069
C 0.65935 -3.69619 -3.88798 -0.006
C 1.00285 -2.84004 -1.65076 0.154
C 3.68626 -1.46804 0.62345 -0.385
C 3.14893 -1.12950 3.59427 -0.236
C 1.62271 -0.19100 5.28406 -0.104
C 1.74111 -4.02478 -1.33552 -0.200
C -0.30553 -3.33576 2.46709 -0.285
C 1.24766 -1.34511 0.30283 0.347
C 0.45859 -2.70945 -2.90992 -0.158
C 2.91104 -0.63230 4.89083 0.065
C 0.91867 -3.84749 2.27821 -0.118
C 2.30237 -1.78969 1.28361 -0.251
C 3.73371 -0.27665 -0.34590 -0.445
C 2.14012 -1.15609 2.66515 0.139
C -0.80570 -2.04931 2.01057 0.246
C 0.59369 -0.23344 4.38420 -0.206
C -4.45269 4.28690 -0.68615 -0.395
C 1.93517 -5.01091 -2.34625 -0.104
B -1.97514 3.34213 -0.78544 -0.106
B -2.43617 2.57128 -2.36611 -0.101
B -3.41853 3.38268 0.27217 -0.091
B -3.92148 5.07238 -2.08484 -0.078
B -3.64078 3.63182 -3.23389 -0.086
B -5.12397 3.64384 -2.11895 -0.147
B -3.13250 1.97105 -0.79155 -0.101
B -2.23715 4.39952 -2.25555 -0.121
B -4.79906 2.63278 -0.62784 -0.096
B -4.20430 2.07738 -2.27010 -0.107
B -2.87302 4.87819 -0.61453 -0.102
H -3.43395 3.38811 1.44721 0.135
H 2.98162 -0.37148 -1.13317 0.215
H -6.23607 3.84691 -2.45488 0.218
H 1.06707 -4.86110 2.64016 0.274
H 0.23967 -3.56721 -4.87808 0.275
H -4.29170 6.13683 -2.42965 0.197
H 4.37573 1.23330 1.05795 0.214
H -1.71627 -2.05660 1.41100 0.253
H 4.41900 -1.29450 1.40970 0.243
H 3.00497 -3.60145 2.17423 0.286
H 4.02083 -2.34638 0.07188 0.244
H -5.70005 2.16805 -0.03476 0.162
H 1.55560 -5.60800 -4.35414 0.289
H -1.05632 -3.98368 2.91447 0.299
H 4.70489 -0.30593 -0.84276 0.289
H 2.25448 2.24865 1.12377 0.532
H 3.77804 1.84639 -0.49844 0.233
H 3.73325 -0.58191 5.59671 0.277
H -3.88917 3.73757 -1.52974 0.560
H 4.13747 -1.50558 3.36454 0.264
H 2.51131 -5.89925 -2.10844 0.274
H -2.54132 5.81980 0.00404 0.160
H 1.44700 0.16555 6.29178 0.290
H -0.11887 -1.82094 -3.13599 0.270
H -0.40654 0.07894 4.65884 0.282
```

Output
2S+1 = 6
lowest unoccupied orbital energy (alpha / beta) = -12.9 / -15.4 eV
strongest force on any atom = 1.468 eV/Å
HOMO (alpha / beta) = -18.497 / -18.455 eV
charge = +4
orbital gap (alpha / beta) = 5.6 / 3.0 eV

***

Number 1: total energy -182296.396 eV. Number 2: total energy -469571.823 eV.